HN2O4S | ωB97M-V/def2-TZVPD

Summary:
⟨S²⟩	2.009
total energy	-809.1247	hartree
energy above the lowest of the compared OMol25 structures with the same formula, charge and spin	120.3	kJ/mol
HOMO-LUMO gap (spin up / spin down)	5.047 / 4.477	eV
LUMO (spin up / spin down)	2.34 / 0.15	eV

ORCA input file:
```
! RIJCOSX wB97M-V def2-TZVPD def2/J DEFGRID3
* xyz -1 3
N 0.63 0.80 -0.18
N -1.37 -1.49 -1.02
O -0.56 -2.27 -0.53
O 1.29 3.05 0.54
O -2.46 -1.75 -1.53
O -0.37 1.93 1.93
S 0.22 2.08 0.59
H -0.04 0.04 -0.40
*
```